{"formula": "C27H30N4O5", "method": "the ωB97M-V functional and the def2-TZVPD basis", "relative_energy_ev": 2.2022, "orbital_gap_ev": 9.602, "total_energy_ha": -1642.1442, "multiplicity": 1, "smiles": "COc1cccc(N(C(=O)CNC(=O)c2ccco2)[C@@H](C(=O)NC2CCCCC2)c2cccnc2)c1", "e_homo_ev": -9.0, "mol_weight_g_mol": 490.6, "symbols": ["C", "H", "O", "C", "C", "C", "C", "C", "C", "H", "N", "C", "O", "C", "N", "C", "O", "C", "C", "C", "C", "O", "H", "H", "H", "H", "H", "H", "C", "C", "C", "C", "C", "N", "C", "H", "H", "H", "H", "H", "C", "O", "N", "H", "C", "C", "C", "C", "C", "C", "H", "H", "H", "H", "H", "H", "H", "H", "H", "H", "H", "H", "H", "H", "H", "H"], "xyz": [[-5.805939, 1.917182, -1.165015], [-6.528664, 1.232067, -0.725546], [-4.544819, 1.468269, -0.727811], [-3.439522, 2.138320, -1.124098], [-3.433019, 3.262969, -1.945845], [-2.234311, 3.870636, -2.277573], [-1.031666, 3.377068, -1.809331], [-1.037208, 2.250272, -0.996671], [-2.226044, 1.636585, -0.649594], [-2.239358, 0.769490, -0.008689], [0.191120, 1.748266, -0.474102], [0.773436, 0.630398, -0.937182], [1.749362, 0.109333, -0.411752], [0.180476, 0.029429, -2.208711], [0.644240, -1.326145, -2.342196], [-0.228450, -2.365399, -2.270816], [-1.434750, -2.233265, -2.362021], [0.416734, -3.676525, -2.111304], [-0.145907, -4.925734, -2.044719], [0.921204, -5.827718, -1.848506], [2.051099, -5.066334, -1.808079], [1.760738, -3.769362, -1.964728], [3.083553, -5.324739, -1.676403], [0.858122, -6.891666, -1.749824], [-1.189304, -5.148313, -2.126293], [1.605380, -1.483981, -2.067462], [-0.911377, 0.004449, -2.177328], [0.495589, 0.634320, -3.068222], [0.674512, 2.417901, 0.739682], [2.171363, 2.593126, 0.739543], [2.858516, 2.897459, -0.430685], [4.229889, 3.073391, -0.384581], [4.867234, 2.950249, 0.840599], [4.222961, 2.687366, 1.963297], [2.915794, 2.515077, 1.913812], [2.436134, 2.310737, 2.861898], [5.938312, 3.072008, 0.932318], [4.789469, 3.301765, -1.278565], [2.327394, 2.986619, -1.368445], [0.203972, 3.409498, 0.751871], [0.128589, 1.662496, 1.977384], [-0.706482, 2.161530, 2.703265], [0.642140, 0.436955, 2.116650], [1.315006, 0.112699, 1.431819], [0.151529, -0.524316, 3.085338], [1.202990, -1.612160, 3.299234], [1.370270, -2.493604, 2.060981], [0.032083, -3.095459, 1.642087], [-0.979926, -1.988005, 1.367554], [-1.176506, -1.134826, 2.616803], [-1.886197, -0.327577, 2.427023], [-1.579228, -1.752876, 3.421535], [-1.933022, -2.418386, 1.055294], [-0.618524, -1.365706, 0.545892], [0.160850, -3.711090, 0.749422], [-0.344762, -3.739783, 2.440298], [2.085546, -3.289247, 2.280481], [1.777489, -1.909371, 1.232894], [0.888272, -2.232001, 4.141129], [2.157146, -1.149123, 3.559378], [-0.025320, 0.023736, 4.019290], [-0.099964, 3.857823, -2.064342], [-2.243138, 4.744657, -2.911021], [-4.353001, 3.675545, -2.327219], [-5.889195, 1.879177, -2.255644], [-6.012907, 2.933843, -0.816445]], "forces_ev_per_angstrom": [[-0.2, 0.1, -0.1], [0.0, 0.1, -0.1], [0.3, -0.1, 0.1], [0.2, 0.1, -0.1], [-0.3, -0.1, 0.1], [0.2, 0.0, 0.0], [0.0, 0.0, 0.0], [-0.5, 0.1, -0.2], [-0.1, 0.1, 0.0], [0.0, -0.2, 0.1], [0.0, 0.4, 0.2], [-0.1, -0.4, -0.4], [0.1, -0.1, -0.1], [0.0, -0.2, 0.0], [0.3, 0.2, 0.0], [0.3, 0.3, -0.2], [-0.1, -0.2, 0.1], [-0.9, -1.0, 0.0], [0.2, 0.9, -0.1], [0.5, 0.2, 0.0], [-0.2, -0.8, 0.1], [0.1, 0.5, 0.0], [0.2, 0.1, 0.0], [0.1, -0.2, 0.0], [-0.2, 0.0, 0.0], [-0.1, -0.1, 0.0], [0.2, 0.1, -0.1], [-0.1, 0.0, 0.1], [0.0, 0.1, 0.3], [0.3, 0.2, 0.0], [0.1, 0.0, 0.2], [-0.1, 0.0, 0.0], [0.1, 0.0, -0.2], [0.4, 0.0, 0.4], [-0.5, 0.1, -0.2], [-0.1, 0.0, 0.0], [0.1, 0.0, -0.1], [0.1, 0.0, -0.1], [0.0, 0.0, -0.1], [0.0, -0.3, 0.1], [0.2, 0.3, -0.4], [-0.3, 0.1, 0.2], [0.2, -0.6, 0.1], [-0.1, 0.2, 0.0], [-0.3, 0.0, 0.5], [0.1, 0.1, -0.2], [-0.1, -0.2, 0.2], [0.1, 0.2, -0.3], [-0.1, -0.2, 0.3], [0.1, 0.2, -0.2], [0.0, 0.0, 0.1], [-0.1, 0.0, 0.1], [0.0, 0.1, -0.1], [0.0, 0.1, -0.1], [0.0, -0.1, 0.0], [0.0, -0.1, 0.0], [0.1, 0.0, -0.1], [0.1, 0.0, -0.1], [0.0, 0.0, 0.1], [0.0, 0.0, 0.1], [0.1, -0.1, -0.1], [0.1, 0.0, 0.0], [0.0, 0.1, -0.1], [-0.1, 0.0, 0.0], [0.0, 0.0, 0.0], [0.0, 0.0, 0.0]], "mulliken_charge": [-0.975, 0.246, -0.387, 0.352, -0.536, -0.986, -0.847, -1.299, 0.641, 0.713, 0.969, 0.743, -0.825, -1.284, -0.132, 0.308, -0.713, 0.427, -0.405, -0.426, -0.477, -0.325, 0.488, 0.467, 0.540, 0.386, 0.552, 0.261, 1.269, 0.163, -0.433, -0.682, -0.410, -0.703, -0.244, 0.544, 0.384, 0.419, 0.355, 0.736, -0.759, -0.701, 0.473, 0.177, -0.293, -1.235, -0.296, -0.832, 0.541, -1.283, 0.413, 0.518, 0.579, -0.577, 0.069, 0.451, 0.439, 0.117, 0.494, 0.377, 0.393, 0.448, 0.422, 0.431, 0.380, 0.379]}

{"formula": "C27H30N4O5S", "method": "the ωB97M-V functional and the def2-TZVPD basis", "orbital_gap_ev": 9.011, "total_energy_ha": -2040.3303, "multiplicity": 1, "smiles": "CCc1nc2ccccc2c(C(=O)OCC(=O)Nc2cccc(S(=O)(=O)NC3=NCCCCC3)c2)c1C", "e_homo_ev": -8.8, "mol_weight_g_mol": 522.6, "symbols": ["C", "H", "H", "H", "C", "C", "N", "C", "C", "C", "C", "C", "C", "C", "C", "C", "H", "H", "H", "C", "O", "O", "C", "H", "H", "C", "O", "N", "C", "C", "C", "C", "C", "C", "H", "H", "H", "S", "O", "O", "N", "C", "N", "C", "C", "C", "C", "H", "H", "C", "H", "H", "H", "H", "H", "H", "H", "H", "H", "H", "H", "H", "H", "H", "H", "H", "H"], "xyz": [[-3.469342, -2.314162, 3.727596], [-3.052069, -2.902837, 4.540649], [-4.550834, -2.424424, 3.735036], [-3.231441, -1.267300, 3.902641], [-2.907504, -2.795904, 2.387531], [-3.491768, -2.003303, 1.254392], [-4.603221, -2.466210, 0.753118], [-5.216555, -1.821295, -0.255300], [-6.425527, -2.339374, -0.761846], [-7.061475, -1.713402, -1.797684], [-6.519595, -0.552537, -2.371030], [-5.348371, -0.025097, -1.900649], [-4.672956, -0.642971, -0.830937], [-3.462849, -0.160977, -0.273285], [-2.864399, -0.813035, 0.781473], [-1.601370, -0.309551, 1.406738], [-1.685703, -0.306734, 2.490811], [-1.383243, 0.705760, 1.084597], [-0.752883, -0.944613, 1.144798], [-2.807526, 1.021639, -0.902560], [-1.978245, 0.942272, -1.781675], [-3.226918, 2.176570, -0.386450], [-2.685780, 3.395724, -0.904580], [-2.539710, 3.308239, -1.987106], [-3.418592, 4.168712, -0.671575], [-1.353507, 3.728086, -0.209545], [-1.226562, 4.658669, 0.546882], [-0.385095, 2.828439, -0.534100], [0.756890, 2.524925, 0.206935], [1.256835, 1.228076, 0.094237], [2.305265, 0.836046, 0.894436], [2.903779, 1.703593, 1.787888], [2.431448, 3.005365, 1.865477], [1.359829, 3.417640, 1.091162], [0.967047, 4.416880, 1.183710], [2.888714, 3.702234, 2.550563], [3.712310, 1.346866, 2.405433], [2.737514, -0.895693, 0.836309], [1.524724, -1.639939, 1.019827], [3.844493, -1.157133, 1.704883], [3.157469, -1.143093, -0.778580], [4.476533, -1.045802, -1.206497], [4.904986, -1.947985, -1.979287], [6.252270, -1.909762, -2.484964], [7.314460, -2.023926, -1.385205], [7.601083, -0.706951, -0.666926], [6.420346, -0.170179, 0.139374], [6.740654, 0.734760, 0.661481], [6.110302, -0.897192, 0.891721], [5.211835, 0.179860, -0.734638], [4.521479, 0.816450, -0.182113], [5.554269, 0.729554, -1.618339], [7.902804, 0.043197, -1.404078], [8.444471, -0.857100, 0.011457], [6.983723, -2.772316, -0.662623], [8.241241, -2.380448, -1.840498], [6.337431, -2.765402, -3.161067], [6.426562, -0.995274, -3.067846], [2.687934, -1.954199, -1.159715], [0.810996, 0.512798, -0.579514], [-0.643741, 2.111710, -1.212775], [-4.931973, 0.868145, -2.344587], [-7.036737, -0.075989, -3.190683], [-7.988040, -2.109456, -2.186250], [-6.821034, -3.234076, -0.307822], [-3.194045, -3.838430, 2.245886], [-1.820355, -2.723794, 2.385305]], "forces_ev_per_angstrom": [[0.1, -0.1, -0.1], [0.0, 0.0, 0.1], [-0.1, 0.0, 0.0], [0.0, 0.1, 0.1], [-0.1, 0.1, 0.2], [0.0, -0.1, -0.1], [0.0, -0.4, 0.4], [0.1, 0.6, -0.4], [-0.1, 0.1, -0.2], [0.0, -0.2, 0.2], [0.2, 0.3, -0.1], [-0.1, 0.0, -0.1], [-0.1, -0.3, 0.2], [0.0, -0.4, 0.3], [-0.3, 0.4, -0.4], [0.0, -0.1, -0.1], [0.1, 0.0, 0.1], [0.1, 0.1, 0.0], [0.0, 0.0, 0.0], [0.2, -0.1, -0.1], [-0.2, -0.1, 0.0], [-0.2, -0.1, 0.3], [0.2, 0.4, -0.2], [-0.1, 0.0, 0.1], [0.2, -0.1, 0.0], [-0.4, -0.2, -0.3], [0.0, 0.2, 0.2], [0.2, -0.3, -0.4], [0.3, -0.2, 0.3], [-0.1, 0.3, 0.0], [0.1, -0.4, 0.0], [0.2, -0.1, 0.1], [0.0, -0.2, 0.0], [0.0, 0.1, 0.0], [0.0, 0.0, 0.0], [0.0, 0.1, 0.1], [0.1, 0.0, 0.1], [-0.2, -0.1, -0.4], [0.0, 0.0, -0.3], [0.1, 0.4, -0.1], [-0.9, 0.0, 0.9], [1.0, 0.2, -0.3], [-0.7, -0.1, 0.3], [0.3, -0.1, -0.1], [0.0, 0.2, -0.2], [-0.1, -0.2, 0.2], [0.1, 0.1, -0.1], [0.0, 0.0, 0.0], [0.1, 0.1, 0.0], [0.2, -0.2, 0.1], [0.1, 0.1, -0.2], [-0.1, 0.1, 0.0], [0.1, 0.0, 0.0], [0.0, 0.1, 0.0], [0.0, -0.1, 0.0], [0.0, -0.1, 0.0], [0.1, 0.2, 0.0], [0.0, 0.0, -0.1], [-0.1, -0.2, 0.1], [-0.2, 0.0, -0.1], [-0.1, 0.3, 0.2], [0.0, 0.1, -0.1], [0.0, 0.1, -0.1], [-0.1, -0.1, 0.0], [0.0, -0.1, 0.1], [0.1, 0.0, -0.1], [0.0, -0.1, 0.0]], "mulliken_charge": [-1.182, 0.361, 0.344, 0.327, -0.639, 0.171, -0.639, -0.527, -0.478, -0.554, -0.780, -0.673, 1.169, 0.740, 0.976, -1.269, 0.303, 0.173, 0.401, 0.206, -0.724, -0.272, -0.675, 0.372, 0.388, 0.638, -0.623, -0.054, -0.281, -0.283, -0.250, -0.078, -0.789, -0.514, 0.513, 0.410, 0.541, 1.341, -0.710, -0.696, -0.130, 0.588, -0.718, -0.661, -0.627, -0.812, -0.555, 0.411, 0.300, -0.352, -0.314, 0.619, 0.327, 0.352, 0.313, 0.369, 0.355, 0.322, 0.359, 0.545, 0.329, 0.396, 0.411, 0.390, 0.466, 0.395, 0.239]}

{"formula": "C27H30N5O2PdS", "method": "the ωB97M-V functional and the def2-TZVPD basis", "s_squared": 2.0185, "relative_energy_ev": 0.0000, "orbital_gap_ev": [5.510, 6.577], "total_energy_ha": -1997.1806, "multiplicity": 3, "total_charge": -1, "e_homo_ev": [-3.0, -4.3], "mol_weight_g_mol": 595.1, "symbols": ["Pd", "O", "C", "C", "C", "C", "C", "C", "C", "O", "N", "N", "C", "C", "C", "C", "C", "C", "N", "H", "H", "H", "H", "H", "H", "H", "H", "H", "H", "C", "C", "C", "C", "C", "C", "C", "C", "C", "C", "H", "H", "H", "H", "H", "H", "H", "H", "H", "H", "H", "H", "C", "N", "C", "C", "N", "C", "S", "H", "H", "H", "H", "H", "H", "H", "H"], "xyz": [[-0.046130, -0.474402, -1.392232], [-0.394505, 3.136932, 2.896535], [0.376061, 3.957075, 2.163174], [0.959614, 5.048387, 2.811554], [1.775131, 5.923832, 2.121331], [2.024935, 5.733971, 0.765994], [1.439941, 4.657727, 0.123117], [0.614088, 3.757563, 0.791907], [0.025665, 2.624216, -0.014342], [0.271384, 2.547114, -1.222765], [-0.759424, 1.815364, 0.722113], [-1.187964, 0.675714, 0.116359], [-2.212273, 0.148953, 0.688784], [-2.775122, -1.152869, 0.346977], [-3.910327, -1.599793, 1.036621], [-4.411596, -2.854259, 0.753153], [-3.775461, -3.637429, -0.201400], [-2.665000, -3.109755, -0.842649], [-2.183137, -1.900724, -0.588028], [-0.692741, 2.424379, 2.257652], [0.759413, 5.176411, 3.867937], [2.222312, 6.760669, 2.645906], [2.667039, 6.415644, 0.223062], [1.605812, 4.472236, -0.930483], [-2.678818, 0.681431, 1.516652], [-4.371925, -0.967315, 1.783779], [-5.285471, -3.221533, 1.277154], [-4.125187, -4.632507, -0.442496], [-2.128253, -3.675618, -1.598145], [1.262576, -3.156010, -0.053689], [2.225219, -1.981818, 0.198877], [3.481881, -2.217786, -0.656007], [1.599665, -0.675263, -0.208887], [2.542449, -1.937481, 1.692910], [1.517085, -1.584432, 2.576859], [1.734597, -1.512453, 3.940230], [2.994463, -1.788725, 4.463478], [4.020257, -2.134924, 3.602966], [3.795053, -2.209204, 2.230863], [1.003013, -3.192363, -1.112854], [0.335482, -3.031461, 0.507987], [1.724453, -4.105435, 0.240036], [3.187558, -2.214265, -1.706411], [3.958731, -3.179402, -0.433754], [4.214667, -1.421152, -0.514205], [2.034654, 0.225088, 0.228558], [0.544687, -1.335962, 2.165105], [0.923568, -1.222885, 4.597850], [3.171386, -1.720284, 5.530124], [5.009290, -2.345014, 3.994254], [4.615649, -2.475833, 1.577785], [-2.662819, -1.352767, -3.913019], [-1.950477, -0.105693, -3.933184], [-2.648242, 1.109655, -3.547151], [-1.535534, 2.160310, -3.611877], [-0.306418, 1.368885, -3.658035], [-0.619114, 0.024617, -3.604832], [0.522806, -1.248391, -3.577755], [-3.365328, -1.393759, -4.749724], [-3.223229, -1.472231, -2.980945], [-1.946709, -2.167129, -4.000849], [-3.050132, 1.005253, -2.528815], [-3.477503, 1.316536, -4.225921], [-1.526223, 2.805150, -2.734081], [-1.624648, 2.783258, -4.505512], [0.379128, 1.651955, -2.967595]], "forces_ev_per_angstrom": [[0.0, -0.2, 0.3], [0.1, 0.0, 0.0], [0.0, 0.0, 0.1], [0.0, 0.0, 0.0], [0.0, 0.0, 0.0], [0.0, 0.0, 0.0], [0.0, 0.0, 0.0], [0.0, 0.0, -0.1], [0.2, 0.1, 0.1], [0.0, 0.0, 0.1], [0.0, -0.1, -0.1], [0.0, 0.0, 0.1], [-0.1, 0.0, 0.1], [0.0, 0.0, 0.0], [0.1, -0.1, -0.1], [0.0, 0.0, 0.0], [0.0, -0.1, -0.1], [-0.1, 0.0, 0.1], [0.0, 0.1, 0.0], [-0.1, 0.0, 0.0], [0.0, 0.0, 0.0], [0.0, 0.0, 0.0], [0.0, 0.0, 0.0], [0.0, 0.0, 0.0], [0.0, 0.0, 0.0], [0.0, 0.0, 0.0], [0.0, 0.0, 0.0], [0.0, 0.0, 0.0], [0.0, 0.0, 0.0], [0.0, -0.1, 0.0], [0.1, -0.1, 0.0], [0.0, 0.0, 0.0], [-0.2, 0.2, -0.2], [0.0, 0.0, 0.0], [0.0, 0.0, 0.0], [0.0, 0.0, 0.0], [0.0, 0.0, 0.0], [0.0, 0.0, 0.0], [0.0, 0.0, 0.0], [0.0, 0.0, 0.0], [0.0, 0.0, 0.0], [0.0, 0.0, 0.0], [0.0, 0.0, 0.0], [0.0, 0.0, 0.0], [0.0, 0.0, 0.0], [0.0, 0.0, 0.0], [0.0, 0.0, 0.0], [0.0, 0.0, 0.0], [0.0, 0.0, 0.0], [0.0, 0.0, 0.0], [0.0, 0.0, 0.0], [0.0, 0.0, 0.0], [0.0, 0.0, 0.1], [0.0, 0.0, 0.0], [-0.1, 0.1, 0.0], [-0.1, 0.0, -0.1], [0.2, -0.1, -0.4], [-0.1, 0.1, 0.0], [0.0, 0.0, 0.0], [0.0, 0.0, 0.0], [0.0, 0.0, 0.0], [0.0, 0.0, 0.0], [0.0, 0.0, 0.0], [0.0, 0.0, 0.0], [0.0, 0.0, 0.0], [0.1, 0.0, 0.0]], "mulliken_spin": [0.435, -0.001, 0.003, 0.001, -0.001, 0.000, -0.002, -0.001, 0.010, -0.018, -0.006, -0.018, 0.039, -0.004, 0.009, 0.004, 0.006, 0.004, -0.033, 0.003, 0.000, 0.000, 0.000, 0.000, 0.007, 0.000, 0.000, 0.001, 0.003, 0.060, 0.100, 0.046, 0.975, 0.045, 0.072, 0.006, 0.007, -0.002, 0.010, -0.010, -0.012, 0.004, -0.004, 0.010, 0.003, 0.001, -0.046, 0.000, 0.001, 0.000, 0.000, 0.010, 0.083, -0.017, 0.006, 0.090, 0.128, -0.009, 0.003, 0.002, 0.001, 0.010, 0.002, -0.005, 0.005, -0.016]}